(1)
Density functional theory data (ωB97M-V/def2-TZVPD) for a molecular structure, C55H50N5O7SSn.

Structure (XYZ):
```
119
Properties=species:S:1:pos:R:3:lowdin_charge:R:1
C 2.74 -0.62 3.48 -0.0272
C 4.70 -3.75 -0.64 -0.0388
N 0.94 -3.51 0.06 -0.0940
C -1.49 -3.47 -2.52 -0.1073
H -0.17 -0.42 -7.75 0.1141
H -3.92 -3.00 -1.18 0.1166
H -9.24 5.56 -0.21 0.0868
S 2.01 -4.57 1.16 0.7374
H 3.01 -0.46 4.51 0.1002
H -3.26 3.10 -2.57 0.0979
C -6.57 3.72 0.04 -0.2898
C -3.73 -1.92 -1.20 -0.2026
H 2.25 3.04 -7.06 0.0971
C 4.47 -2.51 -0.06 -0.1961
C -0.50 1.30 -2.72 -0.2639
O 0.76 1.43 9.04 -0.0940
H -1.96 -3.83 -3.45 0.0874
H 0.14 -0.71 7.87 0.1142
C 2.88 -0.33 -3.30 -0.0303
H 3.00 2.31 -9.09 0.0924
H -0.43 -3.69 -2.54 0.0837
C 0.16 0.11 -5.69 -0.0065
H -3.43 -1.85 -3.32 0.1280
H 1.59 3.39 -9.27 0.0919
C -8.15 5.47 -0.21 -0.1062
H 4.36 -1.90 2.70 0.0989
H -3.31 3.00 2.68 0.1037
H 1.34 2.91 4.75 0.1252
C 1.16 2.67 9.58 -0.1066
H -3.49 -1.93 3.28 0.1280
O -1.64 -2.29 2.46 -0.2270
C 3.59 -1.07 -2.36 -0.0362
O -7.88 4.11 0.03 -0.0957
C 2.76 -1.16 -1.23 -0.2418
H -0.42 -0.72 -5.29 0.1231
C 0.41 0.07 7.17 -0.0028
H 0.08 -1.11 5.41 0.1254
C 0.77 1.31 7.68 -0.2874
H 1.09 2.57 10.66 0.0870
C 0.58 0.67 3.44 -0.0696
H -1.52 2.30 4.54 0.1057
H -3.37 4.74 -0.36 0.1224
C 0.29 0.27 -7.05 -0.0024
H -7.73 6.11 0.57 0.0928
O 1.15 1.39 -8.92 -0.0946
N 1.61 -0.49 -1.43 -0.0011
H -5.65 5.62 -0.38 0.0964
C -0.51 1.24 2.83 -0.2566
C 0.62 0.78 -3.33 -0.0748
C 3.46 -1.35 2.54 -0.0519
O -1.59 -2.07 -2.42 -0.2448
C 1.08 2.11 5.43 -0.0242
C 0.70 0.88 4.91 -0.2180
C 8.59 -5.30 -0.73 -0.1030
C -2.39 2.48 -2.44 -0.0091
H -2.68 -0.60 2.39 0.1104
H -2.75 -0.46 -2.43 0.1116
C 3.06 -1.96 0.02 -0.2689
N -0.83 1.18 -1.39 -0.0044
H 1.99 2.73 -4.63 0.1256
C -2.43 2.39 2.55 -0.0069
H 1.98 2.22 -10.54 0.0870
C -1.96 1.90 -1.19 -0.2593
C -3.71 -2.00 1.15 -0.2011
C 7.06 -3.55 -0.26 -0.2840
C 2.10 -3.09 0.19 -0.6638
H 1.42 3.30 7.17 0.0964
C -2.89 -1.54 -2.42 -0.1986
C 1.97 2.38 -9.47 -0.1059
H -4.85 0.84 0.51 0.1064
H -4.70 -1.53 1.26 0.1226
C 5.57 -1.77 0.37 -0.0221
C 1.51 2.04 -5.31 -0.0212
H 9.65 -5.49 -0.62 0.0869
H 2.19 2.92 9.31 0.0925
H -1.93 -3.98 -1.66 0.0833
C -1.52 2.03 3.49 -0.0040
H 5.42 -0.78 0.78 0.1261
C -6.33 2.37 0.30 -0.0030
C 5.98 -4.28 -0.74 -0.0122
O -3.08 -1.53 -0.01 -0.2243
H 6.11 -5.25 -1.20 0.1004
H 7.70 -1.72 0.63 0.1161
C -5.49 4.57 -0.19 -0.0258
H 8.03 -6.03 -0.14 0.0938
C -4.20 4.07 -0.18 -0.0307
H -3.87 -3.09 1.08 0.1177
H -2.08 -4.24 1.84 0.0843
H 3.22 -0.05 -4.28 0.0976
C 0.38 -0.14 5.81 -0.0106
C 2.74 -1.24 1.34 -0.2644
O 8.36 -3.98 -0.28 -0.0911
H -4.70 -1.41 -1.28 0.1282
C -2.89 -1.67 2.39 -0.2024
C -1.97 1.84 1.29 -0.2675
H -2.26 -3.91 3.58 0.0876
N 1.62 -0.51 1.51 0.0061
H 4.56 -1.52 -2.48 0.0974
C 1.12 2.33 6.80 -0.0232
C 1.05 1.32 -7.56 -0.2885
H -1.46 2.40 -4.42 0.1088
C 1.66 2.21 -6.69 -0.0229
C -3.94 2.72 0.06 -0.2168
C 0.77 0.99 -4.79 -0.2201
H -7.77 5.78 -1.19 0.0912
H -7.18 1.73 0.47 0.1136
Sn -0.20 -0.57 0.03 1.3933
C -1.48 2.12 -3.38 -0.0016
H 0.50 3.48 9.26 0.0917
C -1.67 -3.68 2.69 -0.1085
N -0.83 1.15 1.49 -0.0110
C 6.85 -2.28 0.28 0.0044
C -2.58 2.13 0.05 -0.1170
H -0.64 -3.99 2.84 0.0687
H 8.32 -5.41 -1.79 0.0913
C 1.66 0.03 -2.70 -0.2537
H 3.87 -4.32 -1.02 0.1051
C 1.60 -0.11 2.83 -0.2537
C -5.04 1.89 0.31 -0.0087
```

Summary:
Gap between HOMO and LUMO ... 5.03 eV
LUMO energy ... 0.0751 Eh
Charge ... -1

(2)
Density functional theory data (ωB97M-V/def2-TZVPD) for 8 unconnected molecules or ions with the total composition C55H55BrClFN3O16P2S2.

Structure (XYZ):
```
136
Properties=species:S:1:pos:R:3:lowdin_charge:R:1
C -7.25 2.51 -8.87 0.0335
C 3.01 0.39 -2.96 -0.3663
H 0.89 0.63 -3.52 0.1152
C 1.07 -0.08 -1.53 0.0178
H -4.78 -0.60 4.52 0.0766
H 8.32 8.47 -0.18 0.1233
P -4.68 -0.31 -0.31 0.7942
C 9.45 2.85 -2.45 0.0354
O 8.68 6.20 -1.37 0.1026
C 1.98 -0.50 -0.44 -0.3494
H 8.32 -0.33 -0.39 0.1225
H -1.88 -0.70 -3.40 0.0873
H -5.73 -0.67 0.53 0.0117
N -3.75 0.74 0.36 -0.2249
C 8.18 2.74 -2.07 -0.0089
H -0.17 1.20 7.83 0.1253
H 7.44 3.50 -2.30 0.1241
C 7.70 1.57 -1.30 -0.3863
H -3.81 0.87 -7.82 0.1174
C 7.99 7.61 0.39 0.0230
H 2.19 1.35 7.06 0.0932
O 3.43 0.77 -4.03 0.1294
H -4.41 0.29 -3.59 0.0548
C -0.96 -8.98 3.84 -0.3848
H -4.39 -2.06 3.62 0.0685
O -1.05 -0.77 9.26 0.1076
C -6.31 -1.16 3.09 -0.2237
C -4.96 1.56 -9.46 0.0334
H -2.28 3.71 -4.34 0.1178
N -4.50 4.92 -3.34 -0.0025
H 7.29 8.65 2.09 0.1235
H 4.08 -0.74 0.13 0.1252
C 3.44 -0.43 -0.69 0.0399
H -6.76 -3.24 3.03 0.1335
C -2.74 1.61 -4.08 -0.1829
H -1.98 -0.06 -1.78 0.0923
C -4.36 3.54 -3.83 -0.2999
H -3.81 1.28 -2.29 0.0546
C 4.50 0.17 3.61 -0.3761
H -3.61 1.61 -0.15 -0.0081
O 1.95 2.96 5.13 0.0944
F -6.25 -3.37 -2.80 0.2508
O 6.54 1.48 -0.95 0.0752
C 2.35 -1.67 8.84 0.0218
C -6.24 2.18 -9.91 -0.3777
Br -1.56 -4.00 0.83 0.3848
H 10.70 -0.13 -1.10 0.1248
H -5.29 0.03 -1.53 0.0373
H -6.95 -1.12 3.97 0.1143
H -3.08 1.45 -5.11 0.0974
H -3.72 -3.10 -5.03 -0.0861
C 3.11 0.28 3.12 0.0224
O -5.62 -2.80 1.38 -0.1960
O -5.54 1.42 -5.96 0.0571
H 4.40 2.71 5.95 0.1292
C 0.24 -9.75 3.41 0.0242
C -4.74 1.32 -8.17 0.0172
H 4.97 0.05 -2.05 0.1062
H 3.09 -2.42 9.08 0.1225
C 1.08 -9.26 2.51 0.0223
H -0.92 -2.61 -1.86 -0.1213
C 4.94 1.10 4.67 0.0240
H 2.81 -0.41 2.34 0.0854
H -6.85 -2.28 -0.22 0.1305
O 3.97 -0.46 7.63 0.1050
C 0.10 -0.70 8.90 -0.3859
H -7.74 2.50 -6.81 0.1228
H -4.24 1.33 -10.23 0.1272
H 9.82 3.70 -3.00 0.1282
C 7.20 5.17 1.69 0.0304
O -6.44 2.40 -11.08 0.1317
N -4.33 -2.24 -2.99 -0.3343
C 8.69 0.52 -0.96 0.0220
H -6.52 -4.02 0.01 0.1229
C 0.57 0.44 8.07 0.0315
O 6.51 6.58 3.44 0.1111
O 1.52 -0.89 0.62 0.0654
H 5.96 1.00 5.01 0.1268
H 1.96 -9.80 2.18 0.1235
H -5.38 5.31 -3.65 0.0624
C 7.75 5.08 0.48 0.0264
H 6.88 4.31 2.25 0.1206
C -5.75 1.65 -7.14 -0.3783
C -3.20 -1.79 -2.16 -0.6779
C -5.21 -2.87 -2.30 -0.4297
H -7.61 -2.31 1.81 0.1245
H 0.02 -0.14 -1.30 0.0778
H -8.16 2.96 -9.22 0.1276
C -2.58 -0.45 -2.60 -0.2146
C 2.82 -0.53 8.01 -0.3767
C 4.11 2.02 5.17 0.0099
H -6.54 -0.26 2.51 0.0960
O -1.39 -1.10 0.28 -0.4133
H 0.38 -10.72 3.87 0.1241
C -3.78 -1.93 -0.69 -0.5678
H 0.72 -2.57 9.85 0.1225
H -4.24 -0.48 2.87 0.0282
C 1.83 0.52 7.66 0.0283
C -4.87 -3.01 -0.86 -0.6380
O -1.74 -9.43 4.66 0.1137
C -3.50 0.66 -3.13 -0.2466
C -6.64 -2.42 2.31 -0.1964
C 2.28 1.20 3.61 0.0287
H -5.03 2.87 -3.28 0.1034
H -0.54 -1.49 0.57 0.0079
C 1.54 0.32 -2.71 0.0412
C 7.44 7.70 1.59 0.0246
C 9.96 0.62 -1.33 0.0296
C -6.09 -3.02 0.08 -0.2626
C 7.01 6.49 2.34 -0.3842
H -4.70 3.52 -4.86 0.0989
H -4.52 4.93 -2.33 0.0635
Cl -4.30 -4.75 -0.88 0.7425
C 2.71 2.13 4.67 -0.4060
H 7.91 4.14 -0.02 0.0907
S -1.94 -3.11 -2.57 0.8100
H -1.68 1.38 -4.00 0.0998
C -2.92 3.08 -3.72 -0.1957
C 1.09 -1.75 9.25 0.0216
O 5.26 -0.66 3.14 0.1044
H -2.06 -7.10 3.55 0.1212
C -1.18 -7.64 3.22 0.0251
C 3.91 -0.01 -1.86 0.0399
H -0.47 -6.19 1.86 0.0168
H -2.61 3.22 -2.68 0.1146
C -4.84 -1.08 3.55 -0.1049
C 10.44 1.80 -2.11 -0.3766
C -7.02 2.26 -7.58 0.0216
O 1.63 -7.47 1.07 0.1066
C 8.19 6.29 -0.27 -0.3771
H 1.26 1.30 3.27 0.1215
C 0.87 -7.92 1.89 -0.3844
C -0.33 -7.16 2.32 0.0001
P -2.61 -2.01 0.85 0.6644
O 11.60 1.89 -2.45 0.1231
S -4.50 -2.05 -4.72 0.9878
```

Summary:
Gap between HOMO and LUMO ... 7.09 eV
LUMO energy ... -0.1562 Eh
Charge ... +1